1.
15
Properties=species:S:1:pos:R:3 method="wB97M-V/def2-TZVPD" homo_lumo_gap_ha=0.357 homo_energy_ev=-8.816 charge=0 smiles="F/C=C1/C=C[C@H]2C[C@@H]12" total_energy_ha=-370.648515 lumo_ev=0.9
F 0.940 -2.444 -1.198
C 0.320 -2.238 0.132
C -0.139 -1.032 0.372
C -0.736 -0.161 1.396
C -1.093 1.026 0.841
C -0.530 1.200 -0.659
C 0.967 1.327 -0.502
C 0.289 0.019 -0.727
H 0.492 -3.199 0.729
H -0.993 -0.620 2.274
H -1.548 1.785 1.496
H -1.211 1.604 -1.627
H 1.475 1.750 -1.311
H 1.274 1.570 0.478
H 0.491 -0.587 -1.694

---

2.
19
Properties=species:S:1:pos:R:3 method="wB97M-V/def2-TZVPD" homo_lumo_gap_ha=0.357 homo_energy_ev=-9.081 charge=0 smiles="C=[N+]([O-])O.Fc1cccc(F)c1" total_energy_ha=-675.745974 lumo_ev=0.6
C -1.839 1.239 0.871
N -1.386 0.343 1.706
O -1.906 -0.583 2.260
O -0.032 0.739 2.104
H -1.310 2.118 0.715
H -2.867 1.240 0.519
H 0.137 0.173 2.908
F 1.485 -2.485 0.712
C 1.123 -1.457 -0.143
C -0.126 -1.498 -0.683
C -0.590 -0.361 -1.310
C 0.305 0.586 -1.721
C 1.585 0.571 -1.218
F 2.473 1.554 -1.415
C 2.048 -0.455 -0.375
H -0.703 -2.331 -0.635
H -1.541 -0.431 -1.871
H 0.029 1.532 -2.178
H 3.118 -0.493 -0.246

---

3.
16
Properties=species:S:1:pos:R:3 method="wB97M-V/def2-TZVPD" homo_lumo_gap_ha=0.359 homo_energy_ev=-8.998 charge=0 smiles="O=C1CC[C@H]2[C@@]3(F)C[C@@]123" total_energy_ha=-445.908646 lumo_ev=0.8
O -1.966 0.849 1.905
C -1.176 0.582 1.023
C 0.212 1.332 0.986
C 1.149 0.465 0.158
C 0.141 -0.270 -0.683
C -0.204 -1.620 -0.250
F 0.108 -2.466 0.715
C -1.693 -1.624 -0.687
C -1.198 -0.317 -0.066
H 0.032 2.293 0.542
H 0.404 1.488 2.094
H 1.865 1.019 -0.356
H 1.750 -0.310 0.771
H 0.291 -0.038 -1.801
H -2.478 -2.148 -0.175
H -1.697 -1.455 -1.745

---

4.
15
Properties=species:S:1:pos:R:3 method="wB97M-V/def2-TZVPD" homo_lumo_gap_ha=0.352 homo_energy_ev=-9.339 charge=0 smiles="C#CC(C#N)=C(C)C" total_energy_ha=-325.597661 lumo_ev=0.2
C -3.087 -0.266 -0.020
C -1.980 0.173 0.005
C -0.625 0.699 0.045
C -0.511 2.105 0.028
N -0.333 3.248 -0.005
C 0.465 -0.109 -0.021
C 1.834 0.466 -0.015
C 0.405 -1.606 0.013
H -4.126 -0.562 -0.063
H 1.867 1.543 -0.099
H 2.425 0.218 0.889
H 2.407 0.118 -0.889
H 0.830 -1.966 0.976
H -0.621 -2.032 -0.029
H 1.051 -2.028 -0.815

---

5.
15
Properties=species:S:1:pos:R:3 method="wB97M-V/def2-TZVPD" homo_lumo_gap_ha=0.389 homo_energy_ev=-9.744 charge=0 smiles="N#CC1C=CCC=C1" total_energy_ha=-325.641150 lumo_ev=0.8
N -2.825 -0.085 -0.785
C -1.900 0.072 -0.107
C -0.696 0.102 0.704
C 0.110 1.329 0.393
C 1.326 1.205 -0.148
C 2.039 -0.082 -0.446
C 1.236 -1.293 -0.072
C 0.034 -1.226 0.469
H -1.057 0.100 1.739
H -0.255 2.333 0.541
H 1.839 2.120 -0.426
H 2.175 -0.102 -1.595
H 3.024 -0.101 0.012
H 1.660 -2.283 -0.260
H -0.505 -2.123 0.719

---

6.
15
Properties=species:S:1:pos:R:3 method="wB97M-V/def2-TZVPD" homo_lumo_gap_ha=0.383 homo_energy_ev=-9.627 charge=0 smiles=c1ccncc1.C#C total_energy_ha=-325.557393 lumo_ev=0.8
C -1.804 1.125 -0.128
C -0.558 0.995 0.360
C -0.125 -0.185 0.655
N -0.808 -1.324 0.321
C -2.018 -1.262 -0.189
C -2.620 0.013 -0.236
H -1.994 2.089 -0.532
H 0.165 1.884 0.378
H 0.712 -0.412 1.242
H -2.483 -2.202 -0.513
H -3.548 0.143 -0.754
C 3.196 -0.462 -0.192
C 4.320 0.024 -0.221
H 2.194 -0.905 -0.153
H 5.371 0.478 -0.036

---

7.
16
Properties=species:S:1:pos:R:3 method="wB97M-V/def2-TZVPD" homo_lumo_gap_ha="0.252 / 0.210" homo_energy_ev="-13.259 / -12.203" charge=+1 total_energy_ha=-379.831049 lumo_ev="-6.4 / -6.5"
C -1.807 0.991 0.364
C 3.094 -0.610 0.343
C 1.949 -1.212 -0.068
C 3.197 0.769 0.311
C 1.085 1.079 -0.519
C 0.801 -0.354 -0.374
C -3.088 0.614 0.235
N 2.188 1.500 -0.064
N -0.374 -0.755 -0.623
H 4.008 -1.290 0.603
H 1.512 -2.215 0.126
H 3.928 1.304 0.839
H 0.501 1.615 -1.145
H -3.563 1.035 -0.636
H -3.468 1.030 1.219
H -3.500 -0.347 0.154

---

8.
20
Properties=species:S:1:pos:R:3 method="wB97M-V/def2-TZVPD" homo_lumo_gap_ha=0.275 homo_energy_ev=-3.935 charge=-1 smiles="O=C(O)/N=C1/CC=N[C@]2(O)C[C@]12[O-]" total_energy_ha=-681.409702 lumo_ev=3.5
O 4.031 -0.676 -0.310
C 2.983 -0.179 0.010
O 2.951 1.120 0.376
N 1.809 -0.971 -0.013
C 0.571 -0.615 -0.117
C -0.386 -1.737 0.202
C -1.619 -1.286 0.805
N -2.017 -0.108 1.020
C -1.418 0.895 0.301
O -1.568 2.164 0.943
C -1.346 0.699 -1.224
C -0.039 0.639 -0.488
O 0.698 1.695 -0.728
H 2.140 1.584 0.045
H 0.191 -2.611 0.693
H -0.658 -2.173 -0.701
H -2.153 -2.150 1.310
H -0.748 2.396 1.356
H -1.522 1.530 -1.912
H -1.901 -0.215 -1.566

---

9.
23
Properties=species:S:1:pos:R:3 method="wB97M-V/def2-TZVPD" homo_lumo_gap_ha="0.287 / 0.289" homo_energy_ev="-16.951 / -16.952" charge=+2 total_energy_ha=-1489.125889 lumo_ev="-9.1 / -9.1" s_squared=8.8640 spin_multiplicity=6
O 2.400 1.139 -4.691
C 1.853 1.020 -3.699
Sm -1.082 1.240 0.374
C 0.695 2.726 2.293
O 1.462 3.281 2.954
C 1.709 3.282 -0.303
O 1.628 3.700 -1.410
C -1.541 3.730 -0.375
O -1.976 4.706 -0.806
C 1.690 1.732 0.065
O 2.746 1.159 0.028
H -2.256 0.222 -0.541
C -2.045 -2.986 1.472
N -0.840 -3.022 0.617
C -0.117 -1.952 0.285
N 0.925 -2.087 -0.577
O -0.401 -0.761 0.736
H -2.328 -1.935 1.688
H -1.827 -3.533 2.408
H -2.869 -3.497 0.940
H -0.483 -3.911 0.267
H 1.443 -1.238 -0.835
H 1.214 -3.015 -0.891

---

10.
18
Properties=species:S:1:pos:R:3 method="wB97M-V/def2-TZVPD" homo_lumo_gap_ha=0.207 homo_energy_ev=-2.294 charge=-1 total_energy_ha=-853.750028 lumo_ev=3.3
C -1.105 1.671 2.477
C -1.011 1.310 1.112
C -0.121 1.102 3.225
C 0.082 0.448 0.832
C 1.160 -1.136 -0.599
C 1.035 -1.684 -2.930
C 0.349 -0.060 -0.428
N 1.447 -1.893 -1.630
N 0.601 -0.359 -3.305
O 0.355 -0.029 -4.506
S 0.961 0.149 2.314
H -1.941 2.017 2.973
H -1.805 1.432 0.349
H -0.246 1.152 4.302
H 1.770 -1.567 0.257
H 1.901 -1.919 -3.559
H 0.203 -2.268 -3.481
H -0.342 0.235 -1.308

---

11.
17
Properties=species:S:1:pos:R:3 method="wB97M-V/def2-TZVPD" homo_lumo_gap_ha=0.289 homo_energy_ev=-12.972 charge=+1 total_energy_ha=-778.308782 lumo_ev=-5.1
C -0.479 0.951 -1.787
C 0.572 1.533 -1.093
C -1.056 -0.223 -1.322
C 1.051 0.938 0.055
C -0.597 -0.827 -0.163
C 0.462 -0.240 0.522
C 0.613 -1.752 2.593
N -0.385 -2.641 2.731
N 1.041 -0.764 1.678
S 0.951 -2.620 3.983
H -0.841 1.413 -2.691
H 1.024 2.447 -1.446
H -1.864 -0.677 -1.871
H 1.874 1.382 0.597
H -1.033 -1.750 0.185
H -1.334 -2.359 2.972
H 1.927 -0.340 1.939

---

12.
17
Properties=species:S:1:pos:R:3 method="wB97M-V/def2-TZVPD" homo_lumo_gap_ha="0.285 / 0.280" homo_energy_ev="-9.576 / -8.431" charge=0 total_energy_ha=-434.998935 lumo_ev="-1.8 / -0.8"
C 1.583 1.042 -1.246
C -2.622 -0.230 -0.326
C -1.456 -0.173 0.344
C -1.146 0.335 -1.774
C 1.293 -1.254 1.749
C 1.605 -0.423 0.733
C 0.803 0.288 -0.274
N 2.158 1.468 -2.120
N -2.422 0.040 -1.628
N -0.533 0.212 -0.565
H -3.597 -0.425 0.172
H -1.318 -0.322 1.397
H -0.644 0.623 -2.579
H 2.145 -1.722 2.272
H 0.297 -1.394 2.193
H 2.560 -0.385 0.479
H 1.294 2.320 1.174

---

13.
18
Properties=species:S:1:pos:R:3 method="wB97M-V/def2-TZVPD" homo_lumo_gap_ha=0.295 homo_energy_ev=-7.321 charge=0 smiles="Nc1cc2[nH]ccc2c(=O)[nH]1" total_energy_ha=-510.484263 lumo_ev=0.7
N 2.974 -0.680 -0.090
C 1.659 -0.374 -0.003
C 0.630 -1.225 -0.006
C -0.643 -0.593 -0.033
N -1.874 -1.216 -0.081
C -2.831 -0.230 -0.008
C -2.249 1.016 0.006
C -0.822 0.786 -0.024
C 0.293 1.729 -0.044
O 0.252 2.949 -0.012
N 1.484 0.997 -0.064
H 3.230 -1.630 0.088
H 3.555 -0.019 0.417
H 0.769 -2.306 0.026
H -2.131 -2.171 0.019
H -3.848 -0.568 0.007
H -2.772 1.963 -0.027
H 2.325 1.573 -0.170

---

14.
16
Properties=species:S:1:pos:R:3 method="wB97M-V/def2-TZVPD" homo_lumo_gap_ha=0.359 homo_energy_ev=-8.914 charge=0 smiles="C#C[C@]12CC=NO[C@H]1C2" total_energy_ha=-400.737525 lumo_ev=0.9
C -2.924 0.202 -0.690
C -1.765 0.076 -0.296
C -0.403 0.013 0.151
C 0.408 1.272 0.098
C 1.885 1.045 -0.093
N 2.499 -0.054 -0.467
O 1.657 -1.177 -0.822
C 0.334 -1.221 -0.410
C -0.124 -1.138 1.045
H -3.908 0.217 -1.127
H 0.157 1.978 -0.741
H 0.163 1.707 1.052
H 2.618 1.831 0.042
H -0.185 -2.079 -0.950
H -0.948 -1.724 1.282
H 0.536 -0.948 1.926

---

15.
16
Properties=species:S:1:pos:R:3 method="wB97M-V/def2-TZVPD" homo_lumo_gap_ha=0.352 homo_energy_ev=-9.052 charge=0 smiles="N#C[C@]1(O)C=CC=CC1" total_energy_ha=-400.810170 lumo_ev=0.5
N -3.060 0.294 -0.631
C -2.105 -0.213 -0.266
C -0.871 -0.674 0.168
O -0.787 -1.959 0.645
C -0.311 0.062 1.451
C 0.790 0.762 1.415
C 1.567 1.089 0.212
C 1.181 0.689 -1.031
C 0.173 -0.375 -1.338
H -1.074 -2.556 -0.019
H -0.846 0.084 2.404
H 1.312 1.131 2.409
H 2.152 1.995 0.357
H 1.692 0.857 -1.956
H -0.538 0.005 -2.070
H 0.724 -1.190 -1.750

---

16.
16
Properties=species:S:1:pos:R:3 method="wB97M-V/def2-TZVPD" homo_lumo_gap_ha=0.358 homo_energy_ev=-8.864 charge=0 smiles="C#C[C@H]1[C@@H]2CC(=O)CN12" total_energy_ha=-400.736446 lumo_ev=0.9
C 3.410 -0.491 -0.483
C 2.397 -0.008 -0.042
C 1.182 0.590 0.518
C -0.028 0.789 -0.299
C -1.432 1.181 -0.105
C -2.081 -0.232 -0.113
O -3.220 -0.483 -0.304
C -0.885 -1.251 0.277
N 0.049 -0.251 0.726
H 4.268 -1.020 -0.787
H 1.369 1.177 1.385
H 0.192 0.388 -1.298
H -1.931 1.802 -0.852
H -1.586 1.504 0.950
H -0.654 -1.770 -0.702
H -1.050 -1.925 1.128

---

17.
18
Properties=species:S:1:pos:R:3 method="wB97M-V/def2-TZVPD" homo_lumo_gap_ha=0.396 homo_energy_ev=-10.609 charge=0 smiles="C=C(CC(=O)CC#N)C(=O)O" total_energy_ha=-551.369934 lumo_ev=0.2
C 1.083 1.010 -1.858
C 0.699 1.189 -0.636
C 1.159 0.141 0.380
C 0.139 -0.974 0.614
O -1.036 -0.720 0.835
C 0.500 -2.447 0.438
C -0.714 -3.291 0.379
N -1.492 -4.143 0.376
C 0.020 2.530 -0.331
O 0.230 3.497 -0.927
O -0.896 2.429 0.730
H 1.510 0.184 -2.378
H 0.827 1.813 -2.479
H 1.242 0.627 1.331
H 2.088 -0.227 0.052
H 1.032 -2.700 -0.498
H 1.092 -2.768 1.312
H -1.045 1.479 1.002

---

18.
22
Properties=species:S:1:pos:R:3 method="wB97M-V/def2-TZVPD" homo_lumo_gap_ha="0.141 / 0.133" homo_energy_ev="1.297 / -0.688" charge=-2 total_energy_ha=-1175.029444 lumo_ev="5.1 / 2.9" s_squared=2.0411 spin_multiplicity=3
C 1.152 0.537 1.431
C -1.199 -0.634 -2.576
C 1.580 -0.166 2.880
C 1.902 -0.048 -0.009
C 0.518 -0.216 0.521
C -0.803 -0.812 0.027
C -1.456 -0.119 -1.119
N -2.594 -0.863 -1.692
O 2.586 -0.871 2.854
O -3.803 -0.321 -1.932
O -0.464 -1.630 -2.881
O 0.814 0.146 3.811
O 0.497 3.176 2.153
O 2.866 2.882 1.603
S 1.484 2.676 1.180
H -1.413 0.225 -3.338
H 2.172 0.522 -0.845
H 2.579 -0.877 0.123
H -0.602 -1.811 -0.273
H -1.629 -0.932 0.794
H -1.554 0.952 -1.357
H -2.632 -1.814 -1.355

---

19.
15
Properties=species:S:1:pos:R:3 method="wB97M-V/def2-TZVPD" homo_lumo_gap_ha="0.124 / 0.282" homo_energy_ev="1.133 / -3.407" charge=-1 total_energy_ha=-271.461089 lumo_ev="4.5 / 4.3" s_squared=0.7594 spin_multiplicity=2
C 2.253 0.734 0.564
C 0.801 0.366 0.206
C 0.218 -0.617 1.010
C -1.028 -1.177 0.687
C -1.789 -0.569 -0.368
C -1.139 0.318 -1.201
C 0.138 0.783 -0.998
H 2.793 -0.214 0.576
H 2.711 1.212 -0.324
H 2.306 1.450 1.374
H 0.703 -0.983 1.914
H -1.333 -1.966 1.367
H -2.843 -0.834 -0.404
H -1.793 0.658 -2.016
H 0.767 1.232 -1.755

---

20.
15
Properties=species:S:1:pos:R:3 method="wB97M-V/def2-TZVPD" homo_lumo_gap_ha=0.391 homo_energy_ev=-10.316 charge=0 total_energy_ha=-271.312053 lumo_ev=0.3
C -0.600 -0.249 -1.468
C 0.073 -0.018 -0.103
C 1.395 0.755 -0.265
C -0.842 0.677 0.832
C -1.552 0.961 1.763
C 0.295 -1.328 0.620
C 0.795 -2.503 0.779
H -1.482 -0.886 -1.364
H 0.097 -0.733 -2.161
H -0.908 0.710 -1.899
H 1.191 1.767 -0.632
H 1.921 0.828 0.690
H 2.049 0.250 -0.984
H -2.174 1.179 2.602
H -0.259 -1.411 1.591